Entry 1:
Below is C24H32N4O5 in the gas phase, with properties calculated with wB97M-V/def2-TZVPD.

Each line ends with the natural charge from an NBO analysis.
Positions of all 65 atoms, in Å:
C 9.74 1.05 1.25  -0.25
O 8.76 1.82 0.60  -0.50
C 7.54 1.25 0.37  0.27
C 6.60 2.05 -0.27  -0.24
C 5.34 1.57 -0.56  -0.24
C 4.96 0.27 -0.20  0.13
N 3.67 -0.23 -0.41  -0.45
C 3.54 -1.50 -1.09  -0.21
C 2.18 -2.12 -0.75  -0.23
N 1.13 -1.22 -1.19  -0.44
C -0.19 -1.84 -1.18  -0.10
C -1.21 -1.02 -2.01  -0.23
N -1.99 -0.09 -1.23  -0.60
C -3.15 -0.42 -0.65  0.60
O -3.81 -1.43 -0.86  -0.63
C -3.62 0.66 0.32  0.58
O -2.97 1.68 0.50  -0.65
N -4.76 0.34 0.92  -0.58
C -5.50 1.19 1.81  -0.24
C -6.81 1.68 1.14  0.09
C -6.55 2.55 -0.10  -0.44
C -7.58 2.04 -1.10  -0.43
C -7.69 0.57 -0.69  -0.07
O -7.59 0.57 0.72  -0.54
C -0.72 -2.20 0.18  0.26
C -1.08 -1.46 1.27  -0.32
C -1.54 -2.39 2.24  -0.31
C -1.42 -3.62 1.67  0.09
O -0.93 -3.51 0.42  -0.40
C 1.26 0.04 -0.48  -0.21
C 2.62 0.67 -0.81  -0.22
C 5.90 -0.51 0.46  -0.17
C 7.17 -0.04 0.74  -0.31
H 10.00 0.15 0.68  0.17
H 9.42 0.76 2.26  0.17
H 10.62 1.69 1.32  0.20
H 6.88 3.05 -0.55  0.22
H 4.65 2.22 -1.08  0.21
H 4.34 -2.18 -0.78  0.21
H 3.59 -1.36 -2.18  0.18
H 2.08 -3.07 -1.28  0.20
H 2.13 -2.31 0.33  0.18
H -0.06 -2.80 -1.71  0.23
H -0.67 -0.48 -2.79  0.22
H -1.92 -1.71 -2.46  0.23
H -1.58 0.77 -0.89  0.42
H -5.19 -0.54 0.63  0.43
H -5.75 0.64 2.71  0.21
H -4.87 2.05 2.05  0.23
H -7.39 2.22 1.90  0.18
H -6.67 3.61 0.12  0.22
H -5.54 2.39 -0.47  0.21
H -7.27 2.16 -2.14  0.22
H -8.54 2.54 -0.96  0.20
H -8.64 0.11 -0.95  0.19
H -6.88 -0.02 -1.14  0.16
H -1.04 -0.40 1.39  0.23
H -1.90 -2.16 3.22  0.23
H -1.65 -4.60 2.02  0.20
H 0.48 0.72 -0.80  0.19
H 1.20 -0.11 0.61  0.18
H 2.71 1.60 -0.25  0.21
H 2.65 0.89 -1.89  0.17
H 5.64 -1.51 0.78  0.20
H 7.87 -0.70 1.25  0.22

Computed properties:
Gap between HOMO and LUMO: 8.2 eV
E_LUMO: 0.028 Eh
Multiplicity: 1
Net charge: 0
E_HOMO: -7.5 eV
Structure (SMILES): COc1ccc(N2CCN([C@H](CNC(=O)C(=O)NC[C@H]3CCCO3)c3ccco3)CC2)cc1



Entry 2:
Below is C5H8O2 in the gas phase in a non-equilibrium geometry, with properties calculated with wB97M-V/def2-TZVPD.

Each line ends with the natural charge from an NBO analysis.
Positions of all 15 atoms, in Å:
C -0.43 1.60 -0.22  -0.62
C -0.10 0.20 0.23  0.24
O 1.25 0.07 0.62  -0.53
C 2.12 -0.47 -0.29  0.67
O 2.29 -0.19 -1.44  -0.54
C -0.71 -1.00 -0.42  -0.44
C -1.11 -0.61 0.99  -0.43
H 0.23 1.87 -1.04  0.23
H -0.27 2.30 0.61  0.22
H -1.48 1.66 -0.54  0.21
H 2.57 -1.26 0.31  0.11
H -1.40 -0.84 -1.24  0.22
H -0.09 -1.89 -0.51  0.22
H -2.09 -0.17 1.14  0.22
H -0.78 -1.26 1.80  0.23

Computed properties:
Gap between HOMO and LUMO: 11.2 eV
E_LUMO: 0.036 Eh
Multiplicity: 1
Net charge: 0
E_HOMO: -10.3 eV
Structure (SMILES): CC1(OC=O)CC1



Entry 3:
Below is a molecular structure, C19H20ClN4Pt, with properties calculated with wB97M-V/def2-TZVPD.

Each line ends with the natural charge from an NBO analysis.
Positions of all 45 atoms, in Å:
Pt 0.51 -0.18 -0.13  0.80
C -2.53 1.32 0.01  -0.20
C -2.82 0.05 -0.79  -0.45
C -2.38 -1.26 -0.19  0.25
C -3.34 -2.22 0.09  -0.23
C -2.99 -3.46 0.60  -0.12
C -1.64 -3.72 0.82  -0.25
C -0.73 -2.73 0.53  0.05
N -1.08 -1.52 0.04  -0.47
N -1.17 1.78 -0.08  -0.48
C -0.72 2.27 -1.37  -0.26
C -0.33 1.25 -2.45  0.24
C -0.53 1.59 -3.78  -0.24
C -0.10 0.73 -4.78  -0.12
C 0.51 -0.46 -4.43  -0.24
C 0.67 -0.75 -3.10  0.08
N 0.27 0.08 -2.13  -0.46
C -0.57 2.31 1.13  -0.25
C -0.21 1.28 2.21  0.23
C -0.43 1.59 3.54  -0.23
C 0.02 0.74 4.53  -0.12
C 0.69 -0.42 4.18  -0.24
C 0.87 -0.68 2.83  0.08
N 0.43 0.14 1.88  -0.45
H -2.76 1.14 1.07  0.21
H -3.23 2.10 -0.33  0.19
H -2.40 0.14 -1.80  0.23
H -3.90 -0.02 -0.94  0.23
H -4.38 -1.99 -0.10  0.23
H -3.74 -4.20 0.81  0.24
H -1.30 -4.67 1.20  0.24
H 0.33 -2.89 0.68  0.22
H 0.16 2.89 -1.21  0.26
H -1.48 2.92 -1.82  0.20
H -1.01 2.52 -4.02  0.24
H -0.25 0.99 -5.82  0.24
H 0.86 -1.16 -5.18  0.24
H 1.15 -1.66 -2.76  0.23
H -1.20 3.07 1.60  0.20
H 0.37 2.79 0.85  0.26
H -0.95 2.50 3.79  0.24
H -0.15 0.97 5.57  0.24
H 1.08 -1.10 4.92  0.24
H 1.40 -1.56 2.50  0.22
Cl 2.36 1.16 -0.26  -0.53

Computed properties:
Gap between HOMO and LUMO: 7.9 eV
E_LUMO: -0.102 Eh
Multiplicity: 1
Net charge: +1
E_HOMO: -10.6 eV



Entry 4:
Below is a molecular structure, C40H38N8NaO2SSeTe in a non-equilibrium geometry, with properties calculated with wB97M-V/def2-TZVPD.

Each line ends with the Löwdin spin population.
Positions of all 92 atoms, in Å:
Na -0.51 0.36 -0.19  0.00
N 5.58 -0.79 0.23  0.00
C 4.28 -0.49 0.63  0.00
S 3.48 -1.72 1.50  0.00
N 3.83 0.65 0.18  0.00
N 2.64 1.19 0.55  0.00
C 2.35 1.21 1.79  0.00
C 1.14 1.72 2.40  0.00
C 1.09 1.52 3.78  0.00
C 0.02 1.88 4.57  0.00
C -1.06 2.50 3.96  0.00
C -1.04 2.74 2.60  0.00
C 0.03 2.37 1.75  0.00
O -0.11 2.64 0.48  0.00
H 5.75 -1.78 0.16  0.00
H 5.92 -0.24 -0.55  0.00
H 3.08 0.79 2.49  0.00
H 1.94 1.02 4.24  0.00
H 0.03 1.69 5.63  0.00
H -1.93 2.79 4.55  0.00
H -1.88 3.23 2.12  0.00
Se -3.86 -6.86 0.14  0.19
N -3.15 -5.77 1.40  0.26
C -2.61 -4.75 0.74  0.03
C -1.95 -3.66 1.40  0.04
C -1.79 -3.61 2.79  0.00
C -1.17 -2.53 3.37  0.01
C -0.75 -1.48 2.55  0.01
N -0.88 -1.48 1.24  0.01
C -1.44 -2.56 0.64  0.05
C -1.50 -2.60 -0.79  0.05
N -0.93 -1.60 -1.48  0.00
C -1.01 -1.60 -2.79  0.02
C -1.64 -2.61 -3.53  0.01
C -2.20 -3.67 -2.84  0.01
C -2.15 -3.69 -1.44  0.04
C -2.71 -4.76 -0.68  0.03
N -3.35 -5.79 -1.23  0.26
H -2.16 -4.44 3.38  0.00
H -1.01 -2.48 4.44  0.00
H -0.28 -0.60 2.98  0.00
H -0.57 -0.76 -3.31  0.00
H -1.67 -2.55 -4.61  0.00
H -2.67 -4.50 -3.35  0.00
C -3.44 2.55 -1.98  0.00
C -1.95 2.26 -1.95  0.00
O -1.57 1.07 -1.73  0.00
N -1.13 3.25 -2.15  0.00
Te 0.67 2.46 -1.81  0.00
C 1.63 4.36 -2.05  0.00
C 2.92 4.37 -2.60  0.00
C 3.68 3.11 -2.85  0.00
C 3.52 5.58 -2.92  0.00
C 2.87 6.79 -2.73  0.00
C 3.48 8.09 -3.18  0.00
C 1.64 6.77 -2.09  0.00
C 1.03 5.58 -1.70  0.00
C -0.22 5.68 -0.88  0.00
C 0.93 1.98 -3.96  0.00
C 1.44 0.69 -4.21  0.00
C 1.97 -0.19 -3.11  0.00
C 1.49 0.20 -5.51  0.00
C 1.03 0.95 -6.59  0.00
C 1.05 0.39 -7.99  0.00
C 0.54 2.22 -6.33  0.00
C 0.49 2.75 -5.05  0.00
C 0.02 4.17 -4.88  0.00
H -3.96 1.85 -1.33  0.00
H -3.80 2.42 -3.00  0.00
H -3.63 3.57 -1.66  0.00
H 3.61 2.43 -2.00  0.00
H 4.73 3.31 -3.04  0.00
H 3.28 2.60 -3.73  0.00
H 4.52 5.58 -3.36  0.00
H 4.48 7.94 -3.58  0.00
H 3.55 8.80 -2.35  0.00
H 2.86 8.54 -3.95  0.00
H 1.15 7.71 -1.86  0.00
H -0.20 6.58 -0.27  0.00
H -0.31 4.81 -0.23  0.00
H -1.11 5.70 -1.51  0.00
H 1.26 -0.30 -2.29  0.00
H 2.88 0.22 -2.68  0.00
H 2.19 -1.18 -3.49  0.00
H 1.88 -0.79 -5.69  0.00
H 1.52 -0.59 -8.01  0.00
H 1.59 1.06 -8.66  0.00
H 0.03 0.29 -8.37  0.00
H 0.18 2.82 -7.16  0.00
H -0.70 4.43 -5.65  0.00
H 0.87 4.86 -4.96  0.00
H -0.44 4.30 -3.90  0.00

Computed properties:
Gap between HOMO and LUMO (alpha / beta): 3.7 / 5.3 eV
⟨S²⟩: 0.77
E_LUMO (alpha / beta): 0.130 / 0.130 Eh
Multiplicity: 2
Net charge: -2
E_HOMO (alpha / beta): -0.2 / -1.8 eV



Entry 5:
Below is C4H2N2O in the gas phase in a non-equilibrium geometry, with properties calculated with wB97M-V/def2-TZVPD.

Each line ends with the natural charge from an NBO analysis.
Positions of all 9 atoms, in Å:
N -3.38 -0.02 -0.08  -0.23
C -2.24 0.00 0.08  0.22
C -0.80 0.12 0.12  0.37
N -0.07 1.21 -0.06  -0.38
C 1.24 0.66 -0.01  -0.11
C 1.24 -0.66 -0.02  0.06
O -0.07 -0.99 0.00  -0.38
H 2.24 1.14 0.14  0.23
H 1.84 -1.46 -0.17  0.22

Computed properties:
Gap between HOMO and LUMO: 10.5 eV
E_LUMO: 0.004 Eh
Multiplicity: 1
Net charge: 0
E_HOMO: -10.4 eV
Structure (SMILES): N#Cc1ncco1



Entry 6:
Below is 4 unconnected molecules or ions with the total composition C33H70FI2N4O2PS in a non-equilibrium geometry, with properties calculated with wB97M-V/def2-TZVPD.

Each line ends with the Mulliken charge.
Positions of all 114 atoms, in Å:
C -0.53 0.98 0.54  -0.82
C -2.02 0.57 0.53  -0.20
C -2.42 -0.45 -0.55  -0.16
C -3.95 -0.61 -0.48  -1.97
P -1.47 -2.06 -0.59  1.72
C -2.19 -3.75 -0.80  -2.16
C -3.69 -3.80 -1.13  -0.43
C -4.10 -5.30 -1.05  -1.27
I -5.81 -5.74 -2.24  0.01
C 0.39 -2.12 -0.56  -1.01
C 0.94 -3.48 -0.08  -0.87
C 2.43 -3.47 -0.48  -0.59
I 3.65 -4.38 1.03  0.01
C -1.63 -2.22 1.32  -0.15
C -0.67 -1.91 2.25  -0.33
C -0.85 -2.04 3.61  -1.01
C -2.07 -2.52 4.02  -0.48
C -2.99 -2.78 3.05  -0.82
N -2.83 -2.65 1.74  -0.24
S -1.36 -1.82 -2.90  1.53
O -0.69 -2.94 -3.52  -0.70
O -2.66 -1.62 -3.46  -0.73
F -0.41 -0.53 -3.24  -0.28
H 0.03 0.64 1.41  -0.01
H -0.08 0.64 -0.40  -0.03
H -0.44 2.06 0.50  0.57
H -2.56 1.48 0.26  -0.15
H -2.41 0.33 1.52  0.51
H -2.24 0.07 -1.50  1.24
H -4.35 -1.20 -1.31  0.32
H -4.36 0.39 -0.64  0.36
H -4.31 -0.94 0.49  0.26
H -1.99 -4.35 0.08  0.82
H -1.68 -4.29 -1.61  1.26
H -3.92 -3.48 -2.14  0.54
H -4.30 -3.30 -0.39  0.20
H -3.25 -5.91 -1.36  0.50
H -4.31 -5.55 -0.01  0.50
H 0.75 -2.05 -1.59  0.73
H 0.84 -1.28 -0.04  0.04
H 0.92 -3.57 1.00  0.74
H 0.46 -4.31 -0.60  0.14
H 2.77 -2.45 -0.65  -0.09
H 2.62 -4.00 -1.41  0.61
H 0.29 -1.52 1.95  0.51
H -0.06 -1.79 4.31  0.60
H -2.28 -2.68 5.07  0.44
H -3.96 -3.16 3.38  0.39
C 3.75 -0.09 1.67  -0.90
C 3.47 0.52 3.03  -1.08
N 3.41 -0.47 4.09  0.40
C 2.84 0.04 5.33  -0.73
C 3.61 1.15 6.07  -1.19
C 4.58 -1.32 4.23  -0.43
C 5.93 -0.64 4.47  -1.07
H 3.04 -0.89 1.45  -0.11
H 3.66 0.68 0.90  0.48
H 4.76 -0.50 1.60  0.47
H 2.50 1.02 2.98  0.58
H 4.21 1.30 3.23  0.37
H 2.68 -0.79 6.02  0.46
H 1.84 0.42 5.10  0.33
H 4.50 0.77 6.56  0.25
H 2.97 1.58 6.84  0.43
H 3.89 1.96 5.40  0.28
H 4.66 -1.94 3.33  0.05
H 4.39 -2.04 5.04  0.45
H 6.11 0.19 3.78  0.24
H 6.73 -1.37 4.30  0.40
H 6.04 -0.28 5.49  0.27
C 5.50 1.13 -1.38  -1.66
C 4.52 0.15 -2.01  0.75
N 3.92 0.64 -3.23  0.13
C 2.77 -0.14 -3.66  0.15
C 2.99 -1.60 -4.06  -1.03
C 4.84 1.03 -4.28  -0.76
C 5.85 -0.01 -4.78  -0.97
H 5.04 2.10 -1.24  0.35
H 5.83 0.76 -0.41  0.40
H 6.40 1.25 -1.99  0.43
H 3.72 -0.03 -1.28  -0.46
H 5.03 -0.82 -2.15  0.18
H 2.27 0.38 -4.48  0.37
H 2.04 -0.12 -2.84  -0.48
H 3.48 -1.69 -5.02  0.34
H 2.03 -2.11 -4.14  0.40
H 3.58 -2.14 -3.32  0.16
H 5.41 1.90 -3.92  0.41
H 4.27 1.41 -5.13  0.39
H 6.35 -0.53 -3.96  0.25
H 6.62 0.49 -5.37  0.39
H 5.38 -0.75 -5.43  0.26
C -3.22 3.58 -1.84  -1.04
C -4.56 4.28 -2.03  -0.52
N -5.49 4.00 -0.95  0.26
C -6.86 4.39 -1.26  -0.69
C -7.15 5.88 -1.47  -1.00
C -5.03 4.31 0.39  -0.21
C -4.59 5.75 0.68  -1.15
H -3.35 2.51 -1.69  -0.01
H -2.60 3.72 -2.73  0.50
H -2.66 3.99 -0.99  0.26
H -4.99 3.92 -2.96  0.50
H -4.38 5.35 -2.16  0.26
H -7.52 4.00 -0.48  0.35
H -7.16 3.86 -2.17  0.41
H -7.14 6.43 -0.52  0.23
H -8.15 6.00 -1.89  0.41
H -6.44 6.35 -2.15  0.27
H -4.19 3.64 0.62  -0.24
H -5.81 4.02 1.10  0.48
H -3.92 6.14 -0.09  0.25
H -4.04 5.77 1.63  0.44
H -5.43 6.42 0.79  0.28

Computed properties:
Gap between HOMO and LUMO: 8.4 eV
E_LUMO: 0.013 Eh
Multiplicity: 1
Net charge: 0
E_HOMO: -8.1 eV
Structure (SMILES): CC[C@H](C)P(CCCI)(CCCI)(c1ccccn1)S(=O)(=O)F.CCN(CC)CC.CCN(CC)CC.CCN(CC)CC



Entry 7:
Below is 2 unconnected molecules or ions with the total composition C7H13N in a non-equilibrium geometry, with properties calculated with wB97M-V/def2-TZVPD.

Each line ends with the natural charge from an NBO analysis.
Positions of all 21 atoms, in Å:
C -1.00 1.38 1.00  -0.52
C -0.51 0.67 -0.04  0.00
C -0.81 1.07 -1.45  -0.67
C -0.70 -1.17 0.02  0.19
C -1.61 -1.63 0.88  -0.53
N -0.11 -1.90 -0.99  -0.84
H -0.94 1.07 2.03  0.20
H -1.61 2.25 0.82  0.21
H -0.08 1.80 -1.82  0.22
H -0.86 0.26 -2.18  0.23
H -1.79 1.54 -1.51  0.24
H -2.25 -0.94 1.41  0.22
H -1.74 -2.69 1.05  0.20
H -0.21 -2.90 -0.96  0.39
H 0.82 -1.64 -1.27  0.38
C 1.80 0.45 -0.01  -0.40
C 2.69 0.70 0.94  -0.39
H 2.17 0.40 -1.03  0.19
H 0.71 -0.05 0.39  0.29
H 3.75 0.60 0.78  0.20
H 2.28 0.73 1.96  0.19

Computed properties:
Gap between HOMO and LUMO: 8.7 eV
E_LUMO: 0.034 Eh
Multiplicity: 1
Net charge: 0
E_HOMO: -7.7 eV
Structure (SMILES): C=C(C)C(=C)N.C=C



Entry 8:
Below is a gas-phase ion, C7H8N3 (charge +1) in a non-equilibrium geometry, with properties calculated with wB97M-V/def2-TZVPD.

Each line ends with the natural charge from an NBO analysis.
Positions of all 18 atoms, in Å:
C 2.06 1.53 0.33  -0.10
C 1.81 0.98 1.58  -0.23
C 1.24 1.20 -0.74  -0.27
C 0.77 0.10 1.74  0.07
C 0.21 0.31 -0.51  0.13
C -1.64 -0.87 -1.37  0.69
C -1.09 -1.20 0.88  -0.05
N -1.85 -1.38 -0.29  -0.44
N 0.01 -0.21 0.68  -0.33
N -2.02 -0.75 -2.60  -0.81
H 2.89 2.21 0.19  0.25
H 2.43 1.23 2.43  0.26
H 1.40 1.62 -1.72  0.25
H 0.53 -0.35 2.70  0.24
H -1.74 -0.85 1.69  0.23
H -0.65 -2.16 1.18  0.23
H -1.55 -0.13 -3.24  0.45
H -2.80 -1.29 -2.94  0.45

Computed properties:
Gap between HOMO and LUMO: 9.7 eV
E_LUMO: -0.139 Eh
Multiplicity: 1
Net charge: +1
E_HOMO: -13.5 eV



Entry 9:
Below is 2 unconnected molecules or ions with the total composition C4H3NO in a non-equilibrium geometry, with properties calculated with wB97M-V/def2-TZVPD.

Each line ends with the natural charge from an NBO analysis.
Positions of all 9 atoms, in Å:
O -1.12 1.41 -0.60  -0.58
C -0.39 0.34 -0.67  0.26
C 0.98 0.48 -0.36  -0.24
C 2.18 0.39 -0.21  -0.07
C -1.48 -1.75 0.80  0.05
N -1.80 -2.46 1.65  -0.35
H -0.62 2.22 -0.41  0.48
H -1.15 -1.05 0.05  0.20
H 3.24 0.37 -0.11  0.25

Computed properties:
Gap between HOMO and LUMO: 8.5 eV
E_LUMO: -0.042 Eh
Multiplicity: 1
Net charge: 0
E_HOMO: -9.6 eV



Entry 10:
Below is a molecular structure, C17H13F3I2N3O4S in a non-equilibrium geometry, with properties calculated with wB97M-V/def2-TZVPD.

Each line ends with the natural charge from an NBO analysis.
Positions of all 43 atoms, in Å:
O 0.58 -1.83 3.58  -0.50
C -0.58 -1.95 3.42  0.53
I -1.69 -3.50 4.47  -0.01
C -1.34 -1.02 2.47  -0.57
C -0.79 -1.14 1.07  0.08
C -0.55 -0.10 0.23  -0.05
C -0.85 1.33 0.62  -0.10
O -2.07 1.81 0.04  -0.50
C -3.20 1.47 0.67  1.16
F -4.20 2.18 0.15  -0.29
F -3.15 1.72 1.99  -0.33
F -3.51 0.17 0.52  -0.33
C -0.01 -0.29 -1.10  0.29
O 0.19 0.81 -1.90  -0.50
C 1.42 1.41 -1.71  0.77
O 2.30 0.88 -1.11  -0.55
C 1.55 2.77 -2.28  -0.12
C 0.64 3.77 -1.98  -0.19
C 0.78 5.03 -2.53  -0.21
C 1.83 5.31 -3.39  -0.18
C 2.75 4.31 -3.67  -0.21
C 2.61 3.06 -3.12  -0.17
C 0.28 -1.53 -1.57  -0.21
I 1.06 -1.81 -3.49  0.25
C 0.05 -2.65 -0.75  0.17
N 0.25 -3.92 -1.04  -0.57
S -0.22 -4.78 0.24  0.88
N -0.69 -3.59 1.21  -0.67
C -0.50 -2.45 0.58  0.08
H -1.16 -0.03 2.88  0.26
H -2.41 -1.20 2.51  0.26
H -0.08 1.94 0.18  0.22
H -0.79 1.50 1.69  0.21
H -0.19 3.57 -1.32  0.21
H 0.04 5.78 -2.29  0.22
H 1.91 6.28 -3.84  0.22
H 3.57 4.55 -4.33  0.23
H 3.35 2.31 -3.36  0.23
N 0.56 -6.03 3.25  -0.87
H 0.24 -5.26 2.66  0.46
H 1.21 -6.62 2.72  0.45
H 1.04 -5.65 4.07  0.46
H -0.24 -6.58 3.55  0.46

Computed properties:
Gap between HOMO and LUMO: 7.4 eV
E_LUMO: -0.148 Eh
Multiplicity: 1
Net charge: +1
E_HOMO: -11.5 eV